P.
{
  "formula": "C5H8N2",
  "method": "wB97M-V/def2-TZVPD",
  "symbols": ["N", "N", "C", "C", "C", "C", "C", "H", "H", "H", "H", "H", "H", "H", "H"],
  "positions_angstrom": [[-1.02799, -0.03356, 0.03388], [-0.35267, 0.61026, 0.83970], [0.88499, -0.05730, -1.29106], [1.19190, 0.67598, -0.09799], [-2.48547, -0.27836, 0.10908], [-0.36487, -0.50899, -1.19034], [2.36746, 0.11115, 0.70108], [-0.98217, -1.13622, -1.82357], [2.28664, -0.97811, 0.75527], [2.41619, 0.53333, 1.70607], [-2.93435, 0.19631, 0.97969], [-2.92015, 0.12800, -0.81110], [3.32062, 0.32813, 0.19610], [-2.67009, -1.35762, 0.11763], [1.26996, 1.76701, -0.22445]],
  "homo_energy_ev": [-7.990, -7.990],
  "e_lumo_ev": [0.26, 0.26],
  "homo_lumo_gap_ev": [8.2545, 8.2539]
}

---

Q.
{
  "formula": "C5H8N2",
  "method": "wB97M-V/def2-TZVPD",
  "symbols": ["N", "N", "C", "C", "C", "C", "C", "H", "H", "H", "H", "H", "H", "H", "H"],
  "positions_angstrom": [[-0.77694, -2.25909, -0.81904], [-0.00858, 0.84174, -1.15537], [-1.21978, -1.17994, -1.03677], [1.04458, -0.96601, 0.16606], [-1.29827, 0.18238, -1.19537], [-0.14984, 0.92058, 1.35339], [0.45189, 0.33234, 0.09078], [0.60996, 0.60107, -1.92730], [1.68495, 0.34785, 0.18906], [1.25809, -1.39948, 1.13854], [-0.92650, 0.26727, 1.75830], [0.61806, 1.05316, 2.12258], [-0.58719, 1.89369, 1.12678], [-2.19841, 0.77010, -1.09716], [1.49799, -1.40567, -0.71449]],
  "homo_energy_ev": [-7.308, -7.309],
  "e_lumo_ev": [0.09, 0.09],
  "homo_lumo_gap_ev": [7.3956, 7.3973]
}

---

R.
{
  "formula": "C5H8N2",
  "method": "wB97M-V/def2-TZVPD",
  "symbols": ["N", "N", "C", "C", "C", "C", "C", "H", "H", "H", "H", "H", "H", "H", "H"],
  "positions_angstrom": [[2.36158, -0.32287, -1.09278], [0.32245, 0.26736, 0.63890], [-0.43918, 1.26026, -0.09627], [-0.70057, -0.19604, -0.27364], [2.12196, -1.25040, -0.23378], [-1.89990, -0.88099, 0.32769], [1.68000, 0.02102, 0.44093], [-2.74862, -0.84433, -0.36301], [-1.11271, 1.87067, 0.50133], [2.37816, 0.48262, 1.13347], [-1.67395, -1.93047, 0.54152], [2.16404, 0.75215, -0.67296], [0.06734, 1.78533, -0.90745], [-2.18850, -0.39337, 1.26386], [-0.33211, -0.62093, -1.20782]],
  "homo_energy_ev": -8.930,
  "e_lumo_ev": 0.98,
  "homo_lumo_gap_ev": 9.9084
}

---

Of all the structures shown, which is most stable? P, and R is the least stable.